No. 1
Entry from OMol25: a molecular structure, C28H20Br2MnN4S2 (ωB97M-V with the def2-TZVPD basis set).

Structure (XYZ):
```
57
Properties=species:S:1:pos:R:3:forces:R:3:lowdin_charge:R:1
Br 6.60797 1.19817 -2.93826 -0.1 0.1 0.0 0.65
Br 4.10636 -4.82036 1.41352 -0.1 -0.2 0.2 0.67
Mn 0.60556 0.74676 -0.25881 -1.9 -0.6 2.6 0.30
S -1.36268 0.32015 0.89766 -0.2 0.0 -0.3 0.72
S 1.25807 1.80337 2.02161 0.3 0.0 0.1 0.54
N 2.35727 0.92947 -1.03960 1.6 0.6 -1.0 -0.04
N -3.13370 -1.90743 6.31988 1.2 1.4 -1.1 0.11
N -0.05732 0.33317 7.89042 -0.2 -0.1 -1.7 0.11
N 1.45638 -1.14291 0.22048 0.3 -1.6 0.3 0.01
C -1.81645 -0.42313 3.43063 0.1 0.0 1.0 -0.09
C 0.90336 -2.20001 0.83434 0.6 0.4 0.2 -0.13
C 3.96549 2.17838 -2.27855 1.1 0.0 -0.3 -0.14
C -4.82395 -0.45642 -0.79690 -0.6 -0.2 0.1 -0.14
C 4.55534 -0.02625 -1.41565 0.3 0.7 -0.5 -0.09
C 3.27482 -0.08969 -0.84650 -1.0 -0.7 0.5 -0.21
C -2.44094 -1.21854 5.67292 -1.1 -1.1 0.9 -0.21
C -0.40771 -0.17521 -3.36165 0.7 0.2 -0.6 -0.09
C -1.20336 0.96166 -2.70549 -0.3 0.5 1.0 -0.61
C 2.72803 2.02847 -1.71680 0.3 -0.7 0.6 -0.14
C -3.50248 1.35768 -1.64611 0.6 -0.2 -0.5 -0.07
C -0.46193 0.28724 5.33256 -0.5 -1.0 -0.4 -0.22
C 1.62878 -3.30885 1.27533 0.1 -0.2 -0.1 -0.12
C 4.88149 1.09982 -2.12863 -0.2 -0.5 0.3 -0.69
C -0.48865 1.54421 -1.49083 0.1 1.1 -1.6 -0.29
C -1.39057 2.14112 -3.67974 0.2 -0.2 -1.0 -0.09
C 2.78943 -1.22300 -0.09329 0.3 1.7 -0.6 -0.22
C -2.87202 -0.94201 -2.10745 0.0 1.0 0.3 -0.06
C 3.61326 -2.29040 0.30826 0.0 -0.6 -0.2 -0.10
C 3.01371 -3.33261 0.97375 0.1 0.8 -0.4 -0.70
C -4.62302 0.91289 -0.97577 0.2 -0.1 -0.1 -0.12
C -3.97749 -1.38486 -1.37414 0.5 0.8 -0.3 -0.11
C -1.59044 -0.44286 4.81431 0.8 0.7 0.1 -0.21
C 0.45244 0.90670 4.48191 -0.8 0.1 -0.4 -0.08
C -0.22338 0.29342 6.73565 0.2 0.1 2.0 -0.22
C -0.94982 0.25078 2.57871 0.3 0.3 0.0 -0.67
C 0.19844 0.95270 3.09369 0.1 -0.4 0.0 -0.72
C -2.56562 0.43846 -2.17581 -0.2 -0.3 -0.3 -0.19
H -2.20207 -1.63615 -2.59523 -0.1 -0.2 0.2 0.08
H -0.29718 -1.05452 -2.68794 -0.1 0.6 -0.5 0.07
H -4.14139 -2.43653 -1.24181 -0.1 -0.4 0.0 0.08
H -1.71922 3.07292 -3.18047 0.3 -0.5 -0.2 0.06
H -0.16448 -2.09023 0.98337 0.0 -0.2 0.2 0.08
H 5.21649 -0.87068 -1.28970 0.2 0.2 -0.2 0.09
H 0.63468 0.17443 -3.61819 -1.0 -0.2 0.3 0.09
H 1.16832 -4.13042 1.82185 0.0 0.3 -0.2 0.09
H -0.80711 2.59003 -1.27379 -0.1 -0.6 0.1 0.03
H -2.69734 -0.92628 3.04351 0.2 0.0 -0.1 0.11
H 1.99977 2.81513 -1.73951 -0.4 0.1 -0.3 0.10
H -5.68352 -0.80629 -0.22947 0.1 0.1 0.0 0.09
H -5.32591 1.62499 -0.56292 0.0 0.0 0.1 0.09
H -0.43535 2.31854 -4.23902 -0.6 0.1 0.7 0.08
H -0.90025 -0.46453 -4.32014 0.3 -0.2 0.6 0.08
H -2.13690 1.90107 -4.44894 -0.1 0.0 -0.1 0.07
H -3.27886 2.42540 -1.77595 -0.2 -0.5 0.3 0.11
H 4.66838 -2.28459 -0.00879 -0.7 -0.3 0.5 0.10
H 4.27292 3.07489 -2.80774 -0.2 -0.1 0.1 0.08
H 1.32434 1.40276 4.90525 -0.2 -0.1 -0.2 0.10
```
Forces are in eV/Å.

Computed properties:
total charge: -2
2S+1: 6
HOMO-LUMO gap (spin up / spin down): 3.66 / 4.52 eV

=====

No. 2
Entry from OMol25: 27 unconnected molecules or ions with the total composition C11H76NO26 (ωB97M-V with the def2-TZVPD basis set).

Structure (XYZ):
```
114
Properties=species:S:1:pos:R:3:forces:R:3:lowdin_charge:R:1
O 3.97979 -3.63822 2.64122 -8.4 3.4 1.9 0.05
O -2.92867 5.19021 0.58488 1.0 0.7 0.3 -0.04
O 2.59548 -3.48768 -0.40449 -1.8 -1.3 1.3 -0.05
O 1.17785 -2.02560 -4.25637 0.6 -5.2 -1.0 -0.02
O -5.74024 -2.51774 -1.92539 -6.4 1.9 3.0 0.07
O 1.17797 0.87709 -3.71893 0.6 -0.7 4.8 -0.07
O -4.76385 1.03185 1.51383 -0.2 -5.1 2.2 0.00
O 3.20604 3.24637 2.68798 6.8 -0.7 -4.1 0.06
O -3.40650 -4.93319 4.11537 -4.1 -0.4 -1.2 -0.07
O 2.99875 1.97458 -2.00813 0.1 -0.3 1.7 -0.08
O 2.92395 4.62996 -2.31113 1.1 -1.8 0.2 -0.09
O 3.13416 4.55264 0.58633 -0.5 1.5 0.8 -0.04
O -4.19251 2.88270 0.49201 -0.7 3.1 -6.3 -0.08
O -2.36674 -6.83229 -1.60548 3.0 1.0 0.8 -0.08
O -4.29911 -4.92591 -2.80629 2.9 -0.5 -0.9 -0.08
O -0.55524 -4.40653 3.26906 -3.8 -1.7 -1.2 -0.12
O 5.48213 -0.05031 1.48514 0.2 -0.1 -2.9 0.02
O -2.42516 3.37237 -3.05857 -0.9 4.8 -1.0 -0.08
O 4.37811 -1.00083 -0.99496 -0.5 -6.6 -5.7 0.05
O 0.31357 3.18797 3.23853 -0.8 -2.0 3.2 -0.13
O -0.05618 4.80378 1.82177 2.6 1.7 -2.2 -0.07
O 4.59444 1.96754 4.81347 -1.1 -1.5 -2.6 -0.12
O 3.85780 1.83009 0.70091 -11.9 3.7 0.9 -0.01
O -0.91095 -3.50112 -3.79722 2.2 4.1 1.7 0.03
O -1.65520 1.08025 -3.97814 1.4 -0.1 0.1 -0.12
O -0.49705 5.07898 -1.48565 6.0 4.1 1.5 0.00
N -0.47883 -0.02555 -0.19271 0.9 1.2 1.5 -0.17
C -1.22733 2.33168 -0.54508 -0.9 -1.8 2.5 -0.15
C -1.67702 0.87245 -0.21815 0.1 0.8 -0.3 -0.09
C -0.75673 -1.42663 -0.67553 1.1 -1.8 2.5 -0.07
C -3.04263 -4.33519 0.41858 0.0 2.9 2.0 -0.09
C -1.75113 -2.18231 0.29996 1.0 -0.7 -1.0 -0.14
C 1.85197 -0.44939 2.91399 -1.1 -6.9 -1.0 -0.05
C 1.46857 -0.46585 1.38780 1.4 1.9 0.9 -0.19
C 0.44250 0.73031 -1.13988 0.0 -0.9 -1.1 -0.12
C -2.15974 -3.49194 -0.41760 1.4 0.4 1.1 -0.27
C 0.17293 2.19650 -0.91554 1.5 0.2 -2.0 -0.16
C 0.03495 0.08796 1.30584 1.6 3.0 -2.5 -0.05
H 2.81441 4.36334 -0.27935 0.0 -0.1 -1.2 -0.02
H -2.54681 -7.15010 -2.48680 0.2 -0.4 -0.4 0.03
H 0.16055 -2.04808 -0.47331 -0.4 1.0 -1.1 0.13
H -3.43758 -5.02121 -0.22533 -1.3 -2.6 -0.4 0.03
H -4.28912 -5.42159 4.33284 2.2 1.5 -0.9 0.12
H 3.17122 -2.88789 0.02215 1.5 1.5 0.1 -0.04
H -1.67893 2.87547 -1.30880 -1.5 -0.2 -0.9 0.05
H 3.74557 1.94430 -2.61501 0.5 -0.5 0.5 0.10
H 3.74494 3.88996 0.87939 0.0 -0.4 -0.3 -0.01
H 3.61500 2.10494 1.66488 0.5 -0.2 -2.2 0.07
H -2.61690 -4.54654 1.35461 1.5 -2.1 0.7 0.04
H -1.36929 -4.21932 -4.02102 -2.7 -4.6 -1.6 -0.02
H -0.61517 -3.70826 3.90646 -0.1 0.6 0.7 0.00
H -0.08163 1.31303 1.48807 0.5 -3.5 0.1 0.19
H -1.09632 4.60308 -1.90224 -4.5 -3.5 -3.1 -0.11
H 2.23551 0.15584 0.86370 -0.9 0.0 0.4 0.09
H 0.20542 5.29257 -2.18370 -1.3 -0.4 1.6 0.11
H 6.42602 -0.07914 1.41768 0.9 -0.1 0.1 0.07
H 1.50885 0.49825 -1.07696 -0.5 -0.5 0.7 0.11
H -0.51969 4.46284 1.08308 -2.2 0.0 -1.0 -0.02
H 0.83880 2.36102 -0.10191 0.7 1.6 0.5 0.10
H 4.44512 -0.38096 -0.42859 0.0 7.7 6.3 -0.13
H -2.71067 -3.33418 -1.28975 -0.6 0.8 -1.8 0.06
H -0.09458 2.58700 3.93546 0.9 1.2 -1.0 0.08
H -1.01779 -1.45113 -1.75567 0.0 0.3 0.9 0.14
H 3.23772 1.77358 -1.02387 0.1 0.5 -1.9 0.09
H -1.31163 -2.58905 1.29515 -0.3 1.4 -1.5 0.14
H 0.18568 0.38910 -2.13377 -0.6 -0.1 0.2 0.09
H -3.76253 -3.73756 0.97800 -1.3 0.5 -1.2 0.10
H 2.01378 0.48941 3.16111 -0.8 4.8 1.9 -0.01
H -0.63779 1.21853 -4.00275 -2.6 0.1 0.3 0.04
H -2.56245 -1.47754 0.45567 -0.6 -0.5 0.4 0.09
H -3.66326 -5.22617 -2.09501 -1.0 0.1 -0.8 0.01
H 4.16654 1.59006 3.89259 1.5 2.5 3.7 0.09
H -0.57528 -0.49953 1.93459 -1.1 -0.3 0.5 0.09
H 5.05526 -1.54269 -0.59685 0.4 -1.1 -0.5 0.05
H -4.18655 0.59937 2.19698 -0.9 0.6 -0.5 0.12
H 5.27160 -0.04811 2.37346 -0.6 -0.1 3.0 0.01
H 1.38349 1.31297 -4.47655 1.2 2.0 -3.6 0.02
H 2.80438 -0.85601 3.34333 -0.3 -0.5 -1.5 0.08
H -2.15324 1.91973 -3.82936 1.4 -0.8 -0.5 -0.01
H 1.78023 1.29060 -2.95752 -1.3 -1.0 -2.2 0.08
H -3.46384 4.40947 0.67226 -0.6 -0.9 0.1 -0.04
H 1.14955 -1.15281 -4.09962 -0.7 4.8 0.9 -0.09
H 2.42219 3.06320 2.94656 -9.4 -1.9 2.5 -0.06
H 3.04475 3.64158 -2.14450 -1.2 1.3 -0.3 0.00
H -2.86671 -5.30313 4.75520 2.0 -1.1 2.1 -0.01
H -5.21789 -1.89168 -2.26595 2.3 5.1 -2.1 -0.03
H -1.37884 2.92547 0.32858 -0.1 0.4 0.7 0.09
H 4.75690 -3.92301 2.50405 9.2 -3.7 -2.7 -0.08
H -2.24167 0.42109 -0.94093 -1.7 -0.6 -2.6 0.10
H 1.55128 -1.37437 0.84029 -0.1 -1.2 0.2 0.07
H -5.05102 0.24494 0.98659 0.0 0.9 0.4 0.12
H -3.29934 5.64860 -0.15898 -0.1 0.5 -0.4 0.03
H -1.59298 -4.71434 3.15524 3.8 1.2 0.5 0.08
H -4.56718 2.56695 -0.45191 1.2 1.2 3.5 0.14
H -0.04357 4.11090 3.39149 0.4 -1.6 -0.6 0.07
H -3.67668 -5.03368 -3.60907 -1.8 0.3 1.6 0.09
H -1.54288 -2.78096 -3.79149 -0.3 0.2 0.0 0.07
H 3.52589 3.76107 3.35127 1.9 2.5 2.7 0.05
H 0.82341 4.65584 1.35596 -0.5 0.8 1.5 0.08
H -4.15340 2.09784 0.98739 0.0 -1.3 0.7 -0.14
H -3.23618 3.14544 -2.62845 -0.9 -0.7 0.7 0.05
H -1.26675 -4.10095 -0.71074 -0.4 0.8 0.2 0.13
H 4.09789 -3.44039 3.56614 -0.8 0.4 0.8 0.05
H 4.56131 2.94473 4.90286 -0.2 -1.1 -0.7 0.04
H 0.33571 -2.51642 -4.20805 0.8 0.8 0.0 -0.02
H -2.30220 0.74235 0.63173 0.1 0.1 1.2 0.09
H 3.87601 4.80601 -2.35192 -0.2 1.0 -0.1 0.05
H 0.25756 2.87589 -1.84808 1.1 -1.4 1.7 0.15
H -5.16580 -3.14323 -2.08075 4.1 -6.9 -1.0 -0.10
H 1.07697 -1.19549 3.42194 1.2 2.5 -0.3 0.13
H 2.17616 -3.83085 0.42934 0.3 -0.2 -1.3 0.06
H -1.33752 -6.67493 -1.52719 -3.2 -0.6 -0.5 0.13
H -2.67990 4.37939 -3.25751 1.1 -3.0 0.1 0.18
H 4.64574 1.59652 0.71176 11.5 -3.7 0.3 -0.10
```
Forces are in eV/Å.

Computed properties:
total charge: +1
energy above the lowest of the compared OMol25 structures with the same formula, charge and spin: 386.8 kJ/mol
HOMO-LUMO gap: 9.57 eV

=====

No. 3
Entry from OMol25: C9H8O2 in the gas phase (ωB97M-V with the def2-TZVPD basis set).

Structure (XYZ):
```
19
Properties=species:S:1:pos:R:3:forces:R:3:lowdin_charge:R:1
O -4.21267 -0.26983 -0.23933 -1.1 0.8 0.1 0.11
O -2.22679 -1.21425 0.05006 3.3 2.2 -0.4 0.06
C -1.86193 1.32731 -0.08146 -2.0 0.4 0.6 -0.01
C -0.06762 -0.21380 -0.13376 -0.2 2.0 -0.7 -0.24
C 0.55511 -1.29903 -0.69203 0.8 -2.3 -0.4 -0.01
C 0.80192 0.90234 -0.20701 1.7 0.6 0.5 -0.03
C -1.46599 -0.00378 -0.14372 0.3 0.6 0.9 -0.13
C -0.95000 2.40939 -0.05200 -3.4 1.0 -0.3 -0.10
C -3.51510 -1.11817 0.18907 -1.1 -2.8 0.6 -0.40
C 1.66397 -1.98809 -0.05856 -0.8 0.6 2.5 -0.14
C 0.37915 2.22583 -0.18160 -0.3 0.3 0.5 -0.10
H 2.23269 -2.44236 -0.83100 1.0 -0.8 -0.1 0.05
H -1.52242 3.40891 0.01647 1.6 -1.4 -0.1 0.14
H 2.25198 -1.56531 0.92082 -1.2 -0.7 -2.3 0.13
H 0.90400 -2.77576 0.35684 1.1 0.7 -0.5 0.14
H 0.96112 3.13773 -0.11025 0.7 -0.6 -0.3 0.11
H -3.75598 -2.11614 0.72090 -0.7 1.4 -0.6 0.17
H -2.92501 1.68589 0.02406 1.2 -1.1 -0.3 0.13
H 1.90335 0.82488 -0.31798 -0.9 -0.8 0.2 0.13
```
Forces are in eV/Å.

Computed properties:
total charge: 0
energy above the lowest of the compared OMol25 structures with the same formula, charge and spin: 497.4 kJ/mol
HOMO-LUMO gap (spin up / spin down): 7.55 / 7.55 eV

=====

No. 4
Entry from OMol25: C13H17NO4 in the gas phase (ωB97M-V with the def2-TZVPD basis set).

Structure (XYZ):
```
35
Properties=species:S:1:pos:R:3:forces:R:3:lowdin_charge:R:1
O 0.26143 0.43323 2.08612 -1.9 0.6 4.9 0.12
O 4.02070 0.26233 -1.15358 -1.5 -2.6 3.8 -0.15
O -1.52865 2.34273 0.07924 0.4 -5.8 0.2 -0.09
O -0.16412 -2.43968 0.25791 0.2 13.6 0.5 -0.10
N 1.41357 0.52691 0.31062 -4.0 -1.1 -4.3 -0.04
C 2.53662 0.83218 1.07720 4.3 -0.1 -1.6 -0.14
C -2.48053 -1.95598 -0.38659 1.5 4.8 -1.4 0.01
C -3.35114 -0.85602 -1.02842 0.2 -1.1 2.8 -0.02
C 0.15914 0.45799 0.90981 6.6 -0.2 0.5 -0.47
C 1.46121 0.06343 -1.25467 2.3 -4.2 6.7 -0.03
C -1.87648 0.84048 -0.12182 -10.6 11.4 -4.9 -0.15
C -3.15991 0.49707 -0.79638 3.8 -4.2 1.3 0.02
C 2.79075 0.49682 -1.66299 -0.4 7.3 -3.2 -0.38
C -1.02368 0.13327 0.27873 6.7 -14.1 1.6 -0.08
C 3.71844 -0.06931 0.41046 -1.1 -0.1 -2.6 0.00
C -1.25161 -1.51101 0.08524 0.1 0.4 -0.4 0.00
C -2.60142 3.15020 -0.01181 4.0 3.7 -7.5 -0.16
C -0.35026 -3.65039 0.39931 7.0 -7.1 -7.4 -0.22
H -2.63224 -2.93681 -0.72922 -0.2 -1.2 0.0 0.08
H 0.65076 -4.12252 0.71702 -1.7 0.3 0.0 0.14
H 0.53571 0.44804 -1.53605 -0.8 0.8 -1.8 0.10
H -3.39642 2.98228 0.53443 -4.1 -0.8 2.8 0.04
H 1.48713 -1.19725 -1.24422 -0.6 3.3 -0.1 0.18
H 2.48147 0.56324 2.15869 -0.2 0.4 -1.0 0.13
H 2.81064 1.77875 -1.64332 -1.0 -2.8 -0.2 0.18
H -3.82880 1.22472 -0.97486 -2.2 2.2 -1.0 0.05
H -0.47675 -3.99964 -0.75232 -0.2 -0.8 2.1 0.15
H -4.28048 -1.32238 -1.37836 0.2 0.9 -0.4 0.10
H -1.10799 -3.87568 0.87674 -7.3 -2.9 5.1 0.01
H 3.45270 -1.18368 0.33862 0.7 1.7 0.7 0.14
H -2.08414 4.09069 0.06835 -0.7 1.0 1.2 0.09
H 4.71123 0.25021 0.52453 1.3 -0.3 2.2 0.09
H 2.80480 0.34060 -2.69114 0.5 -0.5 -2.2 0.09
H 2.89192 1.91572 0.87172 -0.7 -1.4 0.9 0.15
H -2.76926 3.36765 -1.23580 -0.8 -1.1 2.7 0.16
```
Forces are in eV/Å.

Computed properties:
total charge: 0
energy above the lowest of the compared OMol25 structures with the same formula, charge and spin: 1269.0 kJ/mol
SMILES string: COc1cccc(OC)c1C(=O)N1CCOCC1
HOMO-LUMO gap: 9.23 eV

=====

Which value of total charge does entry 2 give? +1

=====

Which of these has the highest total charge? C11H76NO26

=====

Look up the total charge of the second one. +1

=====

Please write out number 3 again, unchanged.
Entry from OMol25: C9H8O2 in the gas phase (ωB97M-V with the def2-TZVPD basis set).

Structure (XYZ):
```
19
Properties=species:S:1:pos:R:3:forces:R:3:lowdin_charge:R:1
O -4.21267 -0.26983 -0.23933 -1.1 0.8 0.1 0.11
O -2.22679 -1.21425 0.05006 3.3 2.2 -0.4 0.06
C -1.86193 1.32731 -0.08146 -2.0 0.4 0.6 -0.01
C -0.06762 -0.21380 -0.13376 -0.2 2.0 -0.7 -0.24
C 0.55511 -1.29903 -0.69203 0.8 -2.3 -0.4 -0.01
C 0.80192 0.90234 -0.20701 1.7 0.6 0.5 -0.03
C -1.46599 -0.00378 -0.14372 0.3 0.6 0.9 -0.13
C -0.95000 2.40939 -0.05200 -3.4 1.0 -0.3 -0.10
C -3.51510 -1.11817 0.18907 -1.1 -2.8 0.6 -0.40
C 1.66397 -1.98809 -0.05856 -0.8 0.6 2.5 -0.14
C 0.37915 2.22583 -0.18160 -0.3 0.3 0.5 -0.10
H 2.23269 -2.44236 -0.83100 1.0 -0.8 -0.1 0.05
H -1.52242 3.40891 0.01647 1.6 -1.4 -0.1 0.14
H 2.25198 -1.56531 0.92082 -1.2 -0.7 -2.3 0.13
H 0.90400 -2.77576 0.35684 1.1 0.7 -0.5 0.14
H 0.96112 3.13773 -0.11025 0.7 -0.6 -0.3 0.11
H -3.75598 -2.11614 0.72090 -0.7 1.4 -0.6 0.17
H -2.92501 1.68589 0.02406 1.2 -1.1 -0.3 0.13
H 1.90335 0.82488 -0.31798 -0.9 -0.8 0.2 0.13
```
Forces are in eV/Å.

Computed properties:
total charge: 0
energy above the lowest of the compared OMol25 structures with the same formula, charge and spin: 497.4 kJ/mol
HOMO-LUMO gap (spin up / spin down): 7.55 / 7.55 eV